1.
Density functional theory data (ωB97M-V/def2-TZVPD) for a molecular structure, C39H50CrN7O4PS2Sb in a non-equilibrium geometry.

Calculated values
F_max   1.68 eV Å⁻¹
E_HOMO (spin up / spin down)   -7.45 / -7.33 eV
Expectation value of S²   0.93
Energy relative to the best compared isomer or geometry (same formula, charge and spin)   17.69 kcal per mole
LUMO energy (spin up / spin down)   -1.178 / -0.454 eV
Gap between HOMO and LUMO (spin up / spin down)   0.2303 / 0.2527 hartree

ORCA input file:
```
! RIJCOSX wB97M-V def2-TZVPD def2/J DEFGRID3
* xyz 0 2
Cr -0.08493 -0.13271 0.99547
O -2.18392 1.55255 4.06698
C -1.49455 1.25566 3.09586
N -1.38800 0.07466 2.46133
C -2.07555 -1.06592 2.81786
C -2.91685 -1.26475 3.91337
C -3.51014 -2.50132 4.10329
C -3.29234 -3.53929 3.20540
C -2.46837 -3.35154 2.11141
C -1.83966 -2.12002 1.91896
N -0.89552 -1.90681 0.91255
C -1.19357 -2.56805 -0.27876
O -2.28223 -2.47830 -0.81158
C -0.15119 -3.51802 -0.76934
C -0.51733 -4.46662 -1.71545
C 0.40768 -5.43167 -2.07337
C 1.65750 -5.40182 -1.48188
C 1.93016 -4.41099 -0.54963
N 1.04889 -3.49065 -0.18252
C -0.60450 2.26035 2.43305
C -0.59014 3.58600 2.82784
C 0.22402 4.48556 2.16096
C 1.00287 4.01222 1.11116
C 0.94985 2.67256 0.78854
N 0.16350 1.78985 1.42528
H -3.07727 -0.45386 4.60713
H -4.14017 -2.66755 4.96719
H -3.74645 -4.50850 3.36554
H -2.28703 -4.15358 1.40686
H -1.50529 -4.41775 -2.15009
H 0.15650 -6.17991 -2.81253
H 2.40896 -6.13539 -1.74007
H 2.89920 -4.34723 -0.06394
H -1.23169 3.87721 3.64796
H 0.25005 5.52814 2.44561
H 1.63839 4.67470 0.54109
H 1.56627 2.26709 -0.00343
C 1.41791 -3.27666 2.97108
C 2.41386 -2.11711 2.96183
P 1.51807 -0.50395 2.95974
C 0.74660 -0.49679 4.64145
C 1.68513 -0.77041 5.81270
C 2.84670 0.78440 3.24010
C 4.27782 0.28031 3.42065
H 1.94410 -4.23124 3.01138
H 0.82467 -3.24739 2.06090
H 0.74928 -3.22935 3.83294
H 3.00813 -2.15427 2.04599
H 3.08397 -2.16376 3.82103
H -0.06777 -1.22361 4.63320
H 0.28296 0.48583 4.75886
H 2.04742 -1.79807 5.80897
H 1.14991 -0.61279 6.74927
H 2.54516 -0.10044 5.81834
H 2.54664 1.35167 4.12382
H 2.81753 1.47842 2.39646
H 4.38659 -0.30370 4.33317
H 4.95335 1.13432 3.48784
H 4.59789 -0.33392 2.57889
N 1.87645 3.81999 -7.17462
C 1.46411 2.66758 -6.53475
C 0.16759 2.55916 -6.01978
C -0.21027 1.44378 -5.29858
C 0.70676 0.42927 -5.06567
C 1.97348 0.49174 -5.62887
C 2.35246 1.60202 -6.35804
S 0.25798 -1.00500 -4.10825
O -1.08150 -1.36060 -4.47755
O 1.29404 -1.98183 -4.34707
N 0.23194 -0.54374 -2.53031
C 1.34702 -0.52153 -1.80397
S 2.95868 -0.79852 -2.48505
C 3.67381 -0.47774 -0.94937
C 2.72251 -0.20767 -0.04888
N 1.40794 -0.21853 -0.48516
H 1.16057 4.44522 -7.50087
H 2.68375 3.74775 -7.76847
H -0.54577 3.35392 -6.20243
H -1.22623 1.33808 -4.94046
H 2.63544 -0.35220 -5.50438
H 3.33739 1.65466 -6.80557
H 4.73637 -0.54633 -0.79394
H 2.91077 0.02807 0.98551
C -4.53301 -0.34131 -2.05664
C -3.27248 0.41513 -2.45310
Sb -1.89373 0.84654 -0.84201
C -0.69294 2.24227 -2.03894
C -0.94057 3.74427 -2.08761
C -3.32467 2.08218 0.30711
C -3.27295 3.59924 0.16023
H -5.13567 -0.53507 -2.94631
H -5.14322 0.22688 -1.35333
H -4.26678 -1.29607 -1.61030
H -3.51548 1.39181 -2.88060
H -2.69846 -0.17321 -3.16177
H -0.81038 1.82661 -3.03430
H 0.33887 2.04612 -1.74546
H -1.93939 3.96847 -2.46057
H -0.22340 4.20638 -2.77215
H -0.82003 4.21415 -1.11249
H -3.17892 1.81559 1.35500
H -4.31628 1.72442 0.02563
H -2.30310 3.99099 0.46889
H -4.04014 4.05904 0.78819
H -3.45557 3.90225 -0.86971
*
```



2.
Density functional theory data (ωB97M-V/def2-TZVPD) for a molecular structure, C39H50N5O3RuSSbSi3 in a non-equilibrium geometry.

Calculated values
F_max   1.67 eV Å⁻¹
E_HOMO (spin up / spin down)   -10.62 / -11.29 eV
Expectation value of S²   8.77
Energy relative to the best compared isomer or geometry (same formula, charge and spin)   21.28 kcal per mole
LUMO energy (spin up / spin down)   -2.718 / -4.081 eV
Gap between HOMO and LUMO (spin up / spin down)   0.2904 / 0.2650 hartree

ORCA input file:
```
! RIJCOSX wB97M-V def2-TZVPD def2/J DEFGRID3
* xyz 1 6
Ru -0.24830 0.98585 -0.45630
C -3.48745 0.39590 0.76570
C -3.55529 1.40357 -0.35042
C -4.76986 1.64913 -0.98686
C -4.85641 2.64297 -1.93679
C -3.72368 3.39479 -2.22505
C -2.53982 3.09213 -1.58141
N -2.44928 2.09718 -0.67443
Sb -0.77008 4.27370 -1.94901
C -0.56330 4.75550 0.13216
C -1.59692 5.49480 0.69577
C -1.45627 5.91881 2.00922
C -0.28850 5.60795 2.68394
C 0.70161 4.86646 2.04283
C 1.99006 4.53383 2.73753
N 0.55929 4.43873 0.78223
C 0.34680 2.44043 -2.36612
C 1.59833 2.54539 -2.96985
C 1.94240 1.62333 -3.95178
C 1.01218 0.69087 -4.37122
C -0.24310 0.64215 -3.76169
C -1.35488 -0.20132 -4.29643
N -0.52966 1.47402 -2.74884
H -3.62198 0.90111 1.72430
H -2.53023 -0.12160 0.79751
H -4.28261 -0.34128 0.67426
H -5.63754 1.05999 -0.71810
H -5.79550 2.84538 -2.43699
H -3.75983 4.20158 -2.94556
H -2.48103 5.74354 0.11880
H -2.23555 6.49963 2.48973
H -0.12582 5.95087 3.69848
H 2.74821 5.28583 2.50184
H 2.36299 3.56759 2.39421
H 1.86183 4.51110 3.81986
H 2.27862 3.33764 -2.68576
H 2.91511 1.67175 -4.42622
H 1.23469 0.00542 -5.18012
H -1.80520 0.33060 -5.13996
H -2.12794 -0.34002 -3.54160
H -1.00395 -1.16392 -4.66391
C 0.94175 -4.46037 0.40394
Si 0.94493 -3.05931 1.61326
C 1.32305 -3.80266 3.28750
C -0.75469 -2.25771 1.75852
C 2.17870 -1.71749 1.18498
Si 3.22877 -1.68350 -0.35951
C 2.98347 0.02231 -1.14734
C 5.03275 -1.86133 0.10102
C 2.87532 -2.91424 -1.70042
Si 2.43305 -0.33027 2.37677
C 3.61013 1.04543 1.94271
C 3.05046 -0.99939 4.00327
C 0.77951 0.58933 2.74897
C 0.37262 0.63161 4.08077
C -0.74952 1.34939 4.47692
C -1.43944 2.06106 3.50993
C -0.98902 1.97870 2.20501
N 0.07758 1.25698 1.81676
H 0.16790 -5.18150 0.68161
H 1.90417 -4.98245 0.42334
H 0.75242 -4.14691 -0.62805
H 0.78095 -4.74916 3.38589
H 1.01536 -3.15771 4.11267
H 2.39070 -4.02010 3.40173
H -1.54065 -2.92629 1.38920
H -0.80241 -1.34135 1.16797
H -0.97527 -2.00766 2.80215
H 2.00421 0.43599 -0.89778
H 3.02968 -0.07610 -2.23957
H 3.73418 0.75365 -0.84111
H 5.31385 -1.29622 0.99393
H 5.65716 -1.51863 -0.73047
H 5.27524 -2.91427 0.28668
H 1.85407 -2.82473 -2.08770
H 3.01799 -3.94864 -1.37575
H 3.56938 -2.72369 -2.52416
H 4.57272 0.66282 1.59505
H 3.79378 1.63546 2.84561
H 3.21812 1.71007 1.16933
H 3.98536 -1.54492 3.82669
H 2.35909 -1.69756 4.47398
H 3.26942 -0.19188 4.70957
H 0.94146 0.08777 4.81911
H -1.07155 1.35182 5.51201
H -2.30555 2.66747 3.74583
H -1.50090 2.53849 1.43563
O -0.28745 -3.36392 -4.84361
S -0.13871 -3.74663 -3.46505
O 0.67203 -4.87619 -3.13507
N 0.32855 -2.43451 -2.60328
C -0.63778 -1.99146 -1.85726
O -0.50105 -0.95780 -1.11267
C -1.90643 -2.78368 -1.90977
C -3.10890 -2.54666 -1.27516
C -4.15315 -3.44141 -1.48687
C -3.98463 -4.54506 -2.32100
C -2.77473 -4.77468 -2.96653
C -1.75437 -3.87374 -2.74253
H -3.22000 -1.68004 -0.64186
H -5.10907 -3.28177 -1.00338
H -4.80839 -5.23049 -2.47400
H -2.63834 -5.62564 -3.62237
*
```